## P
ORCA calculation (ωB97M-V/def2-TZVPD) on a molecular structure, C5H13N2O.

Geometry as XYZ:
```
21
Properties=species:S:1:pos:R:3
C -0.651 -2.000 0.935
O 0.373 -2.594 1.772
C -0.022 -0.819 0.261
C -0.906 0.076 -0.701
C -0.062 1.354 -0.921
C -0.508 2.579 -0.674
N 1.203 0.967 -1.569
N 0.782 0.088 1.081
H -1.570 -1.734 1.493
H -1.021 -2.823 0.248
H 0.093 -2.973 2.612
H 0.720 -1.270 -0.424
H -1.089 -0.570 -1.558
H -1.833 0.218 -0.152
H 0.000 3.509 -0.998
H -1.438 2.817 -0.141
H 1.674 1.824 -1.857
H 1.227 0.733 -0.275
H 1.064 0.415 -2.400
H 0.285 0.458 1.881
H 1.680 -0.252 1.386
```

Results
Molar mass   117.17 g mol⁻¹
2S+1   1
Gap between HOMO and LUMO   10.937 eV
Net charge   +1

## Q
ORCA calculation (ωB97M-V/def2-TZVPD) on a gas-phase ion, C5H13N2O (charge +1).

Geometry as XYZ:
```
21
Properties=species:S:1:pos:R:3
N 0.370 -1.008 -1.477
C -0.435 0.054 -0.740
C -0.214 -0.119 0.771
C 1.220 -0.028 1.213
C -0.890 -1.417 1.342
C 0.064 1.448 -1.247
N -0.708 2.426 -0.769
O 0.939 1.610 -2.066
H -0.027 -1.939 -1.579
H 1.230 -1.192 -0.947
H 0.691 -0.662 -2.389
H -1.461 -0.198 -1.027
H -0.874 0.620 1.246
H 1.392 -0.554 2.155
H 1.604 0.994 1.341
H 1.996 -0.405 0.527
H -0.560 -2.294 0.776
H -0.499 -1.611 2.355
H -1.950 -1.410 1.563
H -1.403 2.302 -0.046
H -0.485 3.385 -1.003
```

Results
Molar mass   117.17 g mol⁻¹
2S+1   1
Gap between HOMO and LUMO   11.255 eV
Net charge   +1
SMILES string   CC(C)[C@H]([NH3+])C(N)=O

Most stable: Q

## P
ORCA calculation (ωB97M-V/def2-TZVPD) on a gas-phase ion, C4H9F2NO5PS (charge -1).

Geometry as XYZ:
```
23
Properties=species:S:1:pos:R:3
C 2.025 0.904 -2.553
C 1.775 1.883 -0.275
C 1.343 0.731 -1.222
C -0.650 -0.625 1.089
N -2.255 -1.379 3.225
O -2.105 -0.727 -1.319
O 0.248 -1.936 -1.173
O -3.296 -0.434 1.203
O -2.436 -2.701 1.057
O 0.025 0.663 -1.268
F -0.583 0.582 1.613
F 0.345 -1.371 1.703
P -0.674 -0.776 -0.905
S -2.249 -1.361 1.513
H 1.701 1.839 -3.151
H 3.114 0.799 -2.694
H 1.668 0.032 -3.067
H 1.614 2.873 -0.770
H 2.772 1.932 0.144
H 1.111 1.806 0.540
H 1.783 -0.219 -0.826
H -2.337 -0.421 3.617
H -2.939 -2.093 3.517
```

Results
Molar mass   252.16 g mol⁻¹
2S+1   1
Gap between HOMO and LUMO   8.974 eV
Net charge   -1
SMILES string   CC(C)O[P@@](=O)([O-])C(F)(F)S(N)(=O)=O

## Q
ORCA calculation (ωB97M-V/def2-TZVPD) on a gas-phase ion, C4H9F2NO5PS (charge -1).

Geometry as XYZ:
```
23
Properties=species:S:1:pos:R:3
C -2.684 0.914 -1.395
C -1.904 -0.446 0.578
C -1.665 0.807 -0.260
C 1.682 0.269 0.784
N 2.754 -2.332 0.793
O 1.804 1.981 -1.241
O 0.298 2.636 0.794
O 0.848 -1.999 -0.762
O 3.075 -1.086 -1.344
O -0.376 0.776 -0.835
F 1.095 -0.309 1.859
F 2.920 0.590 1.195
P 0.831 1.661 -0.187
S 2.050 -1.319 -0.380
H -2.650 0.015 -2.006
H -3.688 1.039 -0.995
H -2.440 1.769 -2.019
H -1.640 -1.326 -0.006
H -2.947 -0.502 0.883
H -1.280 -0.424 1.467
H -1.736 1.697 0.379
H 2.080 -2.528 1.520
H 3.575 -1.882 1.177
```

Results
Molar mass   252.16 g mol⁻¹
2S+1   1
Gap between HOMO and LUMO   9.251 eV
Net charge   -1
SMILES string   CC(C)O[P@@](=O)([O-])C(F)(F)S(N)(=O)=O

Most stable: Q

## P
ORCA calculation (ωB97M-V/def2-TZVPD) on a single C4H5FS molecule.

Geometry as XYZ:
```
11
Properties=species:S:1:pos:R:3
C 1.286 -0.962 -1.084
C 0.203 -0.095 -0.472
C 0.007 -0.206 0.999
C 0.714 -0.997 1.807
H 1.362 -0.775 -2.160
H 2.250 -0.729 -0.606
H 1.068 -2.020 -0.868
H 0.485 -1.025 2.871
H 1.513 -1.655 1.439
F -0.945 0.575 1.495
S -0.715 0.912 -1.352
```

Results
Molar mass   104.15 g mol⁻¹
2S+1   1
Gap between HOMO and LUMO   8.059 eV
Net charge   0
SMILES string   C=C(F)C(C)=S

## Q
ORCA calculation (ωB97M-V/def2-TZVPD) on a single C4H5FS molecule.

Geometry as XYZ:
```
11
Properties=species:S:1:pos:R:3
C -0.629 1.204 -1.035
C -0.300 -0.223 -0.501
C 0.698 -0.308 0.492
C 0.657 -1.305 1.458
H -1.586 1.544 -0.725
H -0.476 1.335 -2.184
H 1.324 0.535 0.419
H 1.545 -1.423 2.109
H -0.198 -2.004 1.413
F 0.186 2.084 -0.291
S -1.221 -1.440 -1.155
```

Results
Molar mass   104.15 g mol⁻¹
2S+1   1
Gap between HOMO and LUMO   7.815 eV
Net charge   0
SMILES string   C=CC(=S)CF

## R
ORCA calculation (ωB97M-V/def2-TZVPD) on a single C4H5FS molecule.

Geometry as XYZ:
```
11
Properties=species:S:1:pos:R:3
C -1.223 -0.768 -0.582
C -0.524 -0.292 0.692
C 0.649 0.369 0.768
C 1.481 0.989 -0.244
H -2.135 -1.258 -0.217
H -1.485 0.091 -1.206
H -0.631 -1.475 -1.184
H -0.873 -0.645 1.664
H 2.384 1.480 0.171
F 1.084 0.688 2.019
S 1.272 0.820 -1.881
```

Results
Molar mass   104.15 g mol⁻¹
2S+1   1
Gap between HOMO and LUMO   7.895 eV
Net charge   0
SMILES string   C/C=C(/F)C=S

Most stable: P

## P
ORCA calculation (ωB97M-V/def2-TZVPD) on 2 unconnected molecules or ions with the total composition C5H13NO.

Geometry as XYZ:
```
20
Properties=species:S:1:pos:R:3
C 0.582 -0.685 0.471
C 0.936 0.747 0.147
C -0.352 1.591 0.005
C -1.074 1.782 1.309
C -2.388 1.902 1.439
N 1.779 0.755 -1.025
H 0.105 -0.790 1.441
H -0.039 -1.113 -0.314
H 1.503 -1.263 0.543
H 1.488 1.152 0.996
H -0.999 1.073 -0.701
H -0.148 2.554 -0.482
H -0.480 1.874 2.212
H -2.812 2.044 2.423
H -3.122 1.826 0.646
H 1.540 0.034 -1.686
H 1.918 1.660 -1.445
H 0.602 -4.054 -1.170
H -0.451 -4.470 -2.176
O 0.254 -4.826 -1.627
```

Results
Molar mass   103.16 g mol⁻¹
2S+1   1
Gap between HOMO and LUMO   9.859 eV
Net charge   0
SMILES string   C=CC[C@@H](C)N.O

## Q
ORCA calculation (ωB97M-V/def2-TZVPD) on 2 unconnected molecules or ions with the total composition C5H13NO.

Geometry as XYZ:
```
20
Properties=species:S:1:pos:R:3
C -3.476 0.229 1.049
C -2.141 0.562 0.292
H -3.327 -0.045 2.095
H -4.100 1.113 1.003
H -3.933 -0.553 0.433
H -1.382 -0.046 0.772
H -1.903 1.625 0.410
H -2.372 0.359 -0.753
C 1.665 -0.130 0.243
C 2.670 -1.221 0.619
C 1.934 0.415 -1.096
O 2.995 0.825 -1.527
N 0.951 0.119 -2.090
H 0.621 -0.247 0.531
H 1.801 0.751 0.920
H 3.029 -1.714 -0.289
H 2.146 -1.964 1.211
H 1.290 0.236 -3.035
H 0.029 0.514 -1.989
H 3.503 -0.828 1.202
```

Results
Molar mass   103.16 g mol⁻¹
2S+1   1
Gap between HOMO and LUMO   10.504 eV
Net charge   0
SMILES string   CCC(N)=O.CC

## R
ORCA calculation (ωB97M-V/def2-TZVPD) on 2 unconnected molecules or ions with the total composition C5H13NO.

Geometry as XYZ:
```
20
Properties=species:S:1:pos:R:3
N -0.986 0.075 -0.194
C -0.349 1.447 -0.080
C 0.309 1.456 1.368
C 0.929 -0.014 1.504
C 0.035 -0.863 0.521
C 1.061 -1.229 -0.597
H -1.858 -0.062 0.449
H -1.100 2.207 -0.253
H 0.375 1.418 -0.841
H 1.122 2.161 1.444
H -0.385 1.774 2.199
H 1.930 0.069 1.125
H 1.109 -0.352 2.553
H -0.447 -1.831 0.818
H 0.383 -1.452 -1.552
H 1.765 -0.540 -0.935
H 1.560 -2.258 -0.391
H -1.539 -0.765 -1.570
H -1.720 -0.362 -3.141
O -2.196 -0.880 -2.427
```

Results
Molar mass   103.16 g mol⁻¹
2S+1   1
Gap between HOMO and LUMO   10.457 eV
Net charge   0
SMILES string   C[C@H]1CCCN1.O

## S
ORCA calculation (ωB97M-V/def2-TZVPD) on a molecular structure, C5H13NO.

Geometry as XYZ:
```
20
Properties=species:S:1:pos:R:3
C -0.149 0.801 1.362
C 0.235 0.174 2.476
C 0.467 2.066 0.852
C 0.955 -1.448 -0.209
O 0.205 -2.304 -0.155
H -1.079 0.527 0.880
H 2.300 -1.479 1.275
H -0.400 -0.570 2.923
H 2.599 -1.350 2.024
H 1.365 2.323 1.413
H -0.226 2.904 0.936
H 0.733 1.961 -0.202
H 0.952 0.630 3.138
C -0.916 -0.076 -2.392
N -1.718 -1.275 -2.526
H -1.887 -1.692 -1.618
H -1.252 -1.953 -3.117
H -1.478 0.659 -1.804
H -0.751 0.338 -3.389
H 0.047 -0.236 -1.867
```

Results
Molar mass   103.16 g mol⁻¹
2S+1   1
Gap between HOMO and LUMO   10.286 eV
Net charge   0

Most stable: Q

## P
ORCA calculation (ωB97M-V/def2-TZVPD) on a single C5H5ClO molecule.

Geometry as XYZ:
```
12
Properties=species:S:1:pos:R:3
C 0.154 0.877 0.261
C -1.146 0.102 -0.080
C -0.935 -1.208 -0.187
C 0.488 -1.433 -0.087
C 1.130 -0.260 0.049
H -0.211 2.704 -0.122
H 0.114 1.074 1.330
H -2.136 0.568 -0.004
H -1.719 -2.032 -0.386
H 0.985 -2.339 -0.297
O 0.450 2.061 -0.384
Cl 2.825 -0.116 -0.095
```

Results
Molar mass   116.55 g mol⁻¹
2S+1   1
Gap between HOMO and LUMO   8.944 eV
Net charge   0
SMILES string   O[C@H]1C=CC=C1Cl

## Q
ORCA calculation (ωB97M-V/def2-TZVPD) on a single C5H5ClO molecule.

Geometry as XYZ:
```
12
Properties=species:S:1:pos:R:3
C -2.624 -0.026 -0.098
C -1.413 -0.323 -0.012
C -3.774 0.636 -0.164
C -0.189 -0.834 0.054
C 0.998 0.085 -0.148
O 0.045 -2.178 0.363
Cl -5.315 -0.120 -0.017
H -3.735 1.651 -0.378
H 0.935 0.890 0.625
H 1.935 -0.497 -0.113
H 0.879 0.637 -1.077
H 0.909 -2.562 -0.070
```

Results
Molar mass   116.55 g mol⁻¹
2S+1   1
Gap between HOMO and LUMO   8.505 eV
Net charge   0
SMILES string   CC(O)=C=C=CCl

Most stable: P

## P
ORCA calculation (ωB97M-V/def2-TZVPD) on a single C4H8O molecule.

Geometry as XYZ:
```
13
Properties=species:S:1:pos:R:3
C -1.786 0.189 0.337
C -0.770 -0.388 -0.636
C 0.583 0.365 -0.399
C 1.875 -0.307 0.207
H -2.579 -0.480 0.698
H -2.239 1.138 0.073
H -1.170 0.600 1.131
H -0.860 -0.147 -1.713
H -0.549 -1.431 -0.545
H 2.254 -1.278 0.132
H 2.703 0.142 -0.380
H 1.997 0.029 1.327
O 0.541 1.567 -0.234
```

Results
Molar mass   72.11 g mol⁻¹
2S+1   1
Gap between HOMO and LUMO   10.502 eV
Net charge   0
SMILES string   CCC(C)=O

## Q
ORCA calculation (ωB97M-V/def2-TZVPD) on 2 unconnected molecules or ions with the total composition C4H8O.

Geometry as XYZ:
```
13
Properties=species:S:1:pos:R:3
C 0.539 -1.369 0.556
C 1.111 -0.250 0.545
C 1.785 1.007 0.543
C -1.943 0.127 -0.882
O -1.118 1.013 -0.434
H -0.531 -1.433 0.125
H 0.847 -2.333 0.909
H 1.453 1.603 -0.306
H 1.554 1.555 1.453
H 2.866 0.840 0.471
H -2.992 0.220 -0.531
H -1.637 -0.945 -0.466
H -1.933 -0.035 -1.983
```

Results
Molar mass   72.11 g mol⁻¹
2S+1   1
Gap between HOMO and LUMO (alpha / beta)   6.794 / 8.854 eV
Net charge   0

## R
ORCA calculation (ωB97M-V/def2-TZVPD) on a single C4H8O molecule.

Geometry as XYZ:
```
13
Properties=species:S:1:pos:R:3
C 1.212 -0.577 -0.144
C -0.107 -0.124 0.467
C -1.448 -0.474 -0.140
C -0.963 0.926 -0.243
H 2.199 0.952 0.738
H 1.559 -1.433 0.386
H 1.167 -0.906 -1.221
H -0.156 -0.020 1.531
H -1.391 -1.107 -1.008
H -2.323 -0.636 0.543
H -1.353 1.723 0.405
H -0.636 1.286 -1.177
O 2.241 0.391 -0.137
```

Results
Molar mass   72.11 g mol⁻¹
2S+1   1
Gap between HOMO and LUMO   11.101 eV
Net charge   0
SMILES string   OCC1CC1

Most stable: P

## P
ORCA calculation (ωB97M-V/def2-TZVPD) on a single C4H8O molecule.

Geometry as XYZ:
```
13
Properties=species:S:1:pos:R:3
C 0.758 -0.092 1.855
C -0.025 0.423 0.697
C -0.080 -0.150 -0.546
O 0.775 -1.190 -0.746
C -0.857 0.361 -1.666
H 0.212 -0.433 2.759
H 1.464 0.796 2.055
H 1.518 -0.799 1.308
H -0.468 1.396 0.900
H 0.281 -2.024 -0.480
H -0.509 0.416 -2.709
H -1.262 1.524 -1.647
H -1.807 -0.227 -1.780
```

Results
Molar mass   72.11 g mol⁻¹
2S+1   1
Gap between HOMO and LUMO   9.465 eV
Net charge   0
SMILES string   C/C=C(/C)O

## Q
ORCA calculation (ωB97M-V/def2-TZVPD) on a single C4H8O molecule.

Geometry as XYZ:
```
13
Properties=species:S:1:pos:R:3
C 2.109 -0.230 -0.062
C 0.603 -0.483 -0.085
C -0.241 0.559 -0.085
C -1.789 0.478 -0.034
H 2.509 -0.682 -0.900
H 2.274 0.856 -0.296
H 2.631 -0.541 0.996
H 0.098 -1.481 -0.110
H 0.175 1.592 -0.002
H -2.069 1.108 -0.908
H -2.055 0.927 1.033
H -2.035 -1.285 0.635
O -2.211 -0.819 -0.184
```

Results
Molar mass   72.11 g mol⁻¹
2S+1   1
Gap between HOMO and LUMO   10.258 eV
Net charge   0
SMILES string   C/C=C/CO

Most stable: Q

## P
ORCA calculation (ωB97M-V/def2-TZVPD) on 3 unconnected molecules or ions with the total composition C4H12NO.

Geometry as XYZ:
```
18
Properties=species:S:1:pos:R:3
C -2.967 -0.271 0.943
C -2.127 0.318 -0.089
C -0.847 -0.129 -0.394
C 0.026 0.377 -1.281
N 3.080 -1.303 -0.512
H -2.374 -0.956 1.542
H -3.227 0.554 1.624
H -2.615 1.048 -0.737
H -3.867 -0.667 0.477
H -0.515 -0.977 0.186
H 0.933 -0.211 -1.432
H -0.148 1.192 -1.974
H 3.529 -2.192 -0.349
H 2.702 -0.968 0.356
H 3.597 -0.631 -1.049
H 0.981 1.143 0.406
H 1.833 1.693 1.610
O 1.665 0.930 1.050
```

Results
Molar mass   90.15 g mol⁻¹
2S+1   1
Gap between HOMO and LUMO   5.374 eV
Net charge   +1

## Q
ORCA calculation (ωB97M-V/def2-TZVPD) on a molecular structure, C4H12NO.

Geometry as XYZ:
```
18
Properties=species:S:1:pos:R:3
C -0.150 0.681 0.879
C -0.857 -1.546 -0.039
C 2.076 0.680 -0.416
C -1.264 -0.095 0.217
N -1.745 0.539 -0.992
O 2.773 -0.394 -0.166
H 0.825 0.602 0.221
H -0.353 1.747 0.950
H 0.120 0.266 1.847
H -0.148 -1.599 -0.865
H -1.724 -2.152 -0.288
H -0.397 -1.978 0.847
H 2.404 1.644 -0.022
H 1.671 0.709 -1.429
H -2.042 -0.101 1.012
H -2.233 1.410 -0.815
H -2.345 -0.086 -1.519
H 3.390 -0.330 0.578
```

Results
Molar mass   90.15 g mol⁻¹
2S+1   1
Gap between HOMO and LUMO   7.442 eV
Net charge   +1

Most stable: Q